--- A ---
DFT (ωB97M-V/def2-TZVPD) results for a single C15H24N4O3S molecule.

The geometry in ORCA input format:
```
! wB97M-V def2-TZVPD RIJCOSX def2/J DEFGRID3
* xyz 0 1
C 1.807 3.837 3.934
C 1.806 2.324 4.115
C 0.432 1.768 4.494
C -0.675 2.020 3.468
C -0.369 1.514 2.059
H -1.218 1.744 1.411
H 0.510 2.023 1.662
C -0.120 0.006 2.022
N 0.034 -0.455 0.668
C -0.907 -0.978 -0.144
N -0.455 -1.258 -1.361
C 0.842 -0.887 -1.336
C 1.185 -0.375 -0.091
C 2.502 0.093 0.202
O 2.933 0.562 1.236
N 3.317 -0.055 -0.923
C 3.027 -0.559 -2.177
O 3.867 -0.616 -3.045
N 1.728 -0.984 -2.364
C 1.315 -1.531 -3.637
H 0.523 -0.918 -4.064
H 2.184 -1.535 -4.292
H 0.941 -2.545 -3.497
H 4.278 0.250 -0.811
S -2.531 -1.262 0.389
C -3.214 -2.004 -1.123
C -3.490 -0.961 -2.190
O -4.504 -0.101 -1.732
C -4.800 0.932 -2.634
H -5.584 1.530 -2.174
H -5.157 0.533 -3.592
H -3.921 1.562 -2.822
H -3.808 -1.471 -3.115
H -2.570 -0.401 -2.409
H -4.142 -2.481 -0.812
H -2.495 -2.738 -1.479
H -0.963 -0.531 2.467
H 0.800 -0.233 2.558
H -0.873 3.091 3.410
H -1.590 1.538 3.822
H 0.525 0.694 4.669
H 0.119 2.221 5.439
H 2.503 2.067 4.916
H 2.172 1.846 3.206
H 1.409 4.330 4.820
H 1.206 4.132 3.078
H 2.822 4.193 3.771
*
```

The HOMO energy is -8.050 eV. Its SMILES is CCCCCCn1c(SCCOC)nc2c1c(=O)[nH]c(=O)n2C. Its HOMO-LUMO gap is 8.641 eV.



--- B ---
DFT (ωB97M-V/def2-TZVPD) results for a single C15H24N4O3S molecule.

The geometry in ORCA input format:
```
! wB97M-V def2-TZVPD RIJCOSX def2/J DEFGRID3
* xyz 0 1
C -6.602 -0.883 0.371
C -5.566 -1.797 -0.272
C -4.287 -1.062 -0.671
C -3.544 -0.492 0.540
N -2.227 0.024 0.182
C -1.149 -0.811 0.045
N -1.350 -2.109 0.215
H -2.260 -2.484 0.407
H -0.499 -2.709 0.125
C 0.127 -0.287 -0.259
C 1.318 -1.122 -0.375
S 1.362 -2.779 -0.196
N 2.477 -0.466 -0.656
C 3.767 -0.964 -0.733
O 4.067 -2.119 -0.580
C 4.768 0.137 -1.016
H 4.299 0.930 -1.600
H 5.584 -0.297 -1.596
C 5.350 0.731 0.283
C 4.254 1.289 1.189
H 3.613 1.982 0.650
H 3.641 0.485 1.591
H 4.701 1.820 2.027
C 6.185 -0.309 1.024
H 7.023 -0.635 0.413
H 6.575 0.108 1.950
H 5.583 -1.182 1.265
H 6.006 1.559 -0.012
H 2.362 0.551 -0.770
C 0.230 1.138 -0.463
O 1.253 1.769 -0.735
N -0.938 1.882 -0.357
C -2.172 1.393 -0.040
O -3.158 2.090 0.051
C -0.815 3.312 -0.593
H -0.120 3.742 0.128
H -0.427 3.483 -1.596
H -1.801 3.756 -0.483
H -4.100 0.361 0.934
H -3.442 -1.231 1.339
H -4.535 -0.237 -1.341
H -3.636 -1.747 -1.220
H -5.323 -2.611 0.415
H -5.996 -2.244 -1.171
H -6.259 -0.516 1.335
H -6.804 -0.028 -0.270
H -7.533 -1.422 0.527
*
```

The HOMO energy is -8.055 eV. Its SMILES is CCCCn1c(N)c(C(=S)NC(=O)CC(C)C)c(=O)n(C)c1=O. Its HOMO-LUMO gap is 8.280 eV.



Most stable structure, least stable structure: B, A.